Entry 1:
Computed, not measured: C5H5NO2S in the gas phase in a non-equilibrium geometry, with ωB97M-V/def2-TZVPD.

The geometry in XYZ format:
```
14
Properties=species:S:1:pos:R:3:nbo_charge:R:1
C 1.40128 -0.23330 -0.77660 -0.285
C 0.89517 1.06053 -0.48213 -0.151
C 0.94574 -1.39528 -0.19825 0.071
C -0.37424 1.32114 0.01483 -0.565
C -0.65333 -0.52849 1.25120 -0.147
N 0.20688 -1.38439 0.88484 -0.380
O -2.98404 0.52722 0.53363 -0.885
O -1.60534 -0.58780 -1.28330 -0.896
S -1.70001 0.19289 -0.02664 2.104
H 2.37908 -0.40525 -1.30956 0.232
H 1.46503 1.89739 -0.63199 0.220
H 1.41142 -2.38823 -0.44918 0.212
H -0.45103 2.38829 0.24643 0.256
H -0.93661 -0.46471 2.22671 0.214
```

## Properties
ΔE to the lowest compared entry with this formula, charge and spin = 3.4289 eV
HOMO level = -9.4 eV
Orbital gap = 0.3417 Ha
SMILES = O=S1(=O)C=CC=CN=C1


Entry 2:
Computed, not measured: a gas-phase ion, C5H5NO4 (charge -2) in a non-equilibrium geometry, with ωB97M-V/def2-TZVPD.

The geometry in XYZ format:
```
15
Properties=species:S:1:pos:R:3:nbo_charge:R:1
O -1.02266 1.88469 2.70809 -0.772
O 0.16168 -1.50903 -1.71474 -0.800
O 0.10952 3.75857 2.35371 -0.764
O 0.67227 -2.98971 -0.13671 -0.820
N 1.80067 2.29029 0.48501 -0.667
C -0.11767 2.53953 2.10556 0.676
C 0.53496 -1.79405 -0.55511 0.759
C 0.64623 1.87776 0.96759 0.234
C 0.92957 -0.61707 0.42196 -0.494
C 0.10788 0.68613 0.19928 -0.480
H 2.15128 1.70370 -0.25412 0.308
H 0.82371 -0.93551 1.50163 0.204
H 1.96486 -0.34981 0.24645 0.183
H 0.12153 0.87759 -0.85661 0.217
H -0.94618 0.51456 0.46568 0.217
```

## Properties
ΔE to the lowest compared entry with this formula, charge and spin = 0.3121 eV
Charge = -2
HOMO level = -1.4 eV
Orbital gap = 0.2968 Ha
SMILES = [H]/N=C(\CCC(=O)[O-])C(=O)[O-]


Entry 3:
Computed, not measured: a molecular structure, C5H5NOS in a non-equilibrium geometry, with ωB97M-V/def2-TZVPD.

The geometry in XYZ format:
```
13
Properties=species:S:1:pos:R:3:nbo_charge:R:1
C 1.19199 -0.20611 -0.16734 -0.147
C -0.35627 1.39609 0.07951 -0.022
C -1.14149 0.20105 0.15563 -0.187
C -2.09425 -0.96726 0.22287 -0.083
C -0.09174 -0.69412 -0.13721 0.262
H 3.90470 -0.54042 -1.02579 0.147
H 1.69906 1.68648 0.71305 0.410
H -0.82420 2.48059 -0.05882 0.213
H -2.58603 -0.97504 1.19586 0.233
H -2.66166 -0.86147 -0.74250 0.224
N 0.99842 1.17672 -0.22935 -0.546
O -0.86107 -1.80910 -0.21832 -0.467
S 2.82254 -0.88740 0.21241 -0.038
```

## Properties
ΔE to the lowest compared entry with this formula, charge and spin = 6.5786 eV
HOMO level = -8.0 eV
Orbital gap = 0.3068 Ha


Entry 4:
Computed, not measured: C5H5NOS in the gas phase in a non-equilibrium geometry, with ωB97M-V/def2-TZVPD.

The geometry in XYZ format:
```
13
Properties=species:S:1:pos:R:3:nbo_charge:R:1
C -0.03394 -1.41043 0.10738 -0.211
C 1.13973 -1.21934 0.71315 -0.045
C 1.27603 0.91129 -0.13428 0.355
C -0.59804 -0.36366 -0.81732 -0.451
C -0.18426 1.06968 -0.40226 -0.553
N 1.81438 -0.05359 0.38938 -0.459
O -1.13918 2.95963 1.18753 -0.781
S -0.98881 1.49414 1.16977 0.970
H -0.58104 -2.33387 0.21372 0.222
H 1.63323 -1.90925 1.37656 0.216
H -0.23305 -0.56087 -1.83408 0.239
H -1.68652 -0.42296 -0.83453 0.235
H -0.41854 1.83924 -1.13503 0.264
```

## Properties
ΔE to the lowest compared entry with this formula, charge and spin = 4.2926 eV
HOMO level (spin up / spin down) = -9.0 / -8.3 eV
Orbital gap (spin up / spin down) = 0.3203 / 0.2647 Ha


Entry 5:
Computed, not measured: C5H5NOS in the gas phase in a non-equilibrium geometry, with ωB97M-V/def2-TZVPD.

The geometry in XYZ format:
```
13
Properties=species:S:1:pos:R:3:nbo_charge:R:1
C 1.10445 1.11361 -0.86747 -0.239
C 0.29091 1.03428 0.35252 -0.505
C -0.71711 -0.05713 0.34324 -0.161
C -0.53081 -1.35722 1.01663 -0.041
C -1.96316 -0.16269 -0.14146 0.117
H 0.43278 1.20863 -1.71688 0.197
H 0.93012 1.00171 1.23987 0.241
H -0.25824 2.01608 0.41787 0.242
H 0.28442 -1.76187 1.59147 0.225
H -2.64988 0.41779 -0.74350 0.218
N -1.60606 -2.13404 0.84518 -0.099
O -2.47423 -1.38908 0.10896 -0.273
S 2.69946 1.23397 -0.73734 0.078
```

## Properties
ΔE to the lowest compared entry with this formula, charge and spin = 2.7910 eV
HOMO level = -9.0 eV
Orbital gap = 0.3153 Ha
SMILES = S=CCc1cnoc1


Entry 6:
Computed, not measured: a molecular structure, C5H5NOS in a non-equilibrium geometry, with ωB97M-V/def2-TZVPD.

The geometry in XYZ format:
```
13
Properties=species:S:1:pos:R:3:nbo_charge:R:1
C -1.25224 -0.17562 -0.10006 -0.147
C 0.34850 1.48204 -0.08420 -0.035
C 0.97778 0.27865 -0.09799 -0.212
C 1.96978 -0.87830 -0.08687 -0.050
C 0.00653 -0.71401 -0.11488 0.248
H -3.11243 -0.95901 1.17768 0.130
H -1.74791 1.89634 -0.14653 0.422
H 0.69307 2.52048 -0.05209 0.217
H 2.61189 -0.99005 -0.97737 0.200
H 2.54874 -1.02022 0.84953 0.199
N -1.00579 1.20479 -0.09129 -0.508
O 0.83752 -1.82375 -0.10094 -0.477
S -2.87542 -0.82133 -0.17501 0.013
```

## Properties
ΔE to the lowest compared entry with this formula, charge and spin = 2.8652 eV
HOMO level = -8.3 eV
Orbital gap = 0.3341 Ha


Entry 7:
Computed, not measured: C5H5NS in the gas phase in a non-equilibrium geometry, with ωB97M-V/def2-TZVPD.

The geometry in XYZ format:
```
12
Properties=species:S:1:pos:R:3:nbo_charge:R:1
C 0.00177 0.34782 -0.36352 0.092
C 0.00970 1.37673 -1.33532 -0.227
C -0.76553 2.47790 -1.02339 -0.354
C -0.93391 0.34528 0.69129 -0.081
C -1.89739 0.24239 1.41554 -0.145
H 2.20141 -2.47327 0.14399 0.124
H 0.52409 1.32345 -2.31606 0.246
H -0.70656 3.47450 -1.62263 0.210
H -1.32323 2.57432 -0.02057 0.216
H -2.67980 -0.00976 2.05731 0.235
N 0.85674 -0.57706 -0.55947 -0.491
S 1.09369 -1.84941 0.58542 0.175
```

## Properties
ΔE to the lowest compared entry with this formula, charge and spin = 3.5381 eV
HOMO level = -8.6 eV
Orbital gap = 0.3188 Ha
SMILES = C#C/C(C=C)=N\S


Entry 8:
Computed, not measured: 2 unconnected molecules or ions with the total composition C5H5NSi in a non-equilibrium geometry, with ωB97M-V/def2-TZVPD.

The geometry in XYZ format:
```
12
Properties=species:S:1:pos:R:3:nbo_charge:R:1
C 2.93479 -0.03533 0.14855 -0.057
C -1.08056 -0.84711 -0.61141 -0.181
C -1.07147 -0.71496 0.79511 -0.172
C -0.43982 0.07264 -1.42399 -0.653
C -0.43112 0.38503 1.32448 -0.680
N 3.99459 -0.44848 0.15931 -0.527
Si 0.31718 1.19900 -0.12033 1.492
H -1.72236 -1.70378 -1.09997 0.230
H -1.81100 -1.37601 1.23266 0.230
H -0.48501 0.28635 -2.49323 0.255
H -0.39398 0.58499 2.35205 0.246
H 0.18876 2.59765 -0.26323 -0.182
```

## Properties
ΔE to the lowest compared entry with this formula, charge and spin = 2.4689 eV
HOMO level = -9.9 eV
Orbital gap = 0.2848 Ha


Entry 9:
Computed, not measured: a gas-phase ion, C5H5O3S (charge -1) in a non-equilibrium geometry, with ωB97M-V/def2-TZVPD.

The geometry in XYZ format:
```
14
Properties=species:S:1:pos:R:3:nbo_charge:R:1
C 1.39157 1.12315 0.11718 -0.157
C 0.49591 2.05146 0.07709 0.682
C 1.28472 -0.31452 -0.09963 0.551
C -0.07324 -0.90202 0.00582 -0.546
C -1.03197 0.10749 0.57586 -0.664
O -0.10932 3.01998 -0.13410 -0.545
O 2.29488 -0.86511 -0.52429 -0.666
O 2.72959 1.52034 0.06861 -0.728
S -2.51886 0.49597 -0.34975 -0.096
H -0.18338 -1.27631 -1.00753 0.226
H -0.01655 -1.63238 0.79146 0.209
H -1.09139 -0.07404 1.69962 0.170
H 3.10986 0.67474 -0.20904 0.481
H -2.36975 1.74245 -0.33086 0.082
```

## Properties
ΔE to the lowest compared entry with this formula, charge and spin = 2.7731 eV
Charge = -1
HOMO level (spin up / spin down) = -2.7 / -2.7 eV
Orbital gap (spin up / spin down) = 0.2303 / 0.2303 Ha


Electronic energy (computed, eV): -21682.707, -14946.354, -19632.413, -19634.699, -19636.201, -19636.127, -17587.339, -14628.860, -22242.063